Entry 1:
The following is a DFT calculation (wB97M-V/def2-TZVPD) of a molecular structure, C14H14HgNO5 in a non-equilibrium geometry.

Computed properties:
Relative energy (zero: lowest compared OMol25 entry of this formula, charge and spin), kJ/mol: 235.4
Lowest unoccupied orbital energy, Ha: -0.109
Total charge: +1
HOMO level, eV: -9.92
Spin multiplicity: 1

Last column: Mulliken charge in e.
CARTESIAN COORDINATES (ANGSTROEM)
O 5.204 -1.891 -0.392  -0.18
C 4.256 -1.246 -0.350  0.15
Hg 1.735 -0.332 -0.785  0.28
O 5.148 1.212 1.278  -0.19
C 4.158 0.868 0.812  0.20
C 1.714 2.494 -0.089  0.19
O 1.452 3.459 0.452  -0.21
C 0.748 0.443 -3.217  0.10
O -0.193 0.428 -3.874  -0.17
C 3.664 1.774 -2.459  0.29
O 4.063 2.844 -2.261  -0.19
H 2.659 0.612 -2.314  0.02
C -3.254 -0.727 -0.268  -0.88
N -2.179 0.121 -0.844  0.05
C -2.782 1.180 -1.701  -0.87
C -1.247 0.727 0.199  -0.92
C -0.636 -0.324 1.095  1.04
C -1.367 -0.714 2.230  -0.38
C -0.889 -1.739 3.048  -0.67
C 0.350 -2.336 2.783  -0.59
C 1.107 -1.905 1.684  -0.55
C 0.604 -0.911 0.863  -0.20
H -3.827 -0.135 0.457  0.38
H -2.822 -1.610 0.206  0.37
H -3.909 -1.038 -1.088  0.37
H -1.599 -0.496 -1.440  0.41
H -3.336 1.869 -1.052  0.38
H -1.999 1.723 -2.236  0.33
H -3.464 0.712 -2.418  0.37
H -0.512 1.325 -0.341  0.23
H -1.856 1.444 0.768  0.39
H -2.333 -0.243 2.461  0.39
H -1.483 -2.089 3.900  0.38
H 0.745 -3.130 3.417  0.39
H 2.079 -2.366 1.476  0.29

=====

Entry 2:
The following is a DFT calculation (wB97M-V/def2-TZVPD) of a molecular structure, C16H16FeNO3 in a non-equilibrium geometry.

Computed properties:
Relative energy (zero: lowest compared OMol25 entry of this formula, charge and spin), kJ/mol: 66.9
Lowest unoccupied orbital energy (spin up / spin down), Ha: -0.148 / -0.252
Total charge: +1
HOMO level (spin up / spin down), eV: -10.97 / -11.15
Spin multiplicity: 5

Last column: Mulliken charge in e.
CARTESIAN COORDINATES (ANGSTROEM)
O 3.516 -0.656 -1.367  -0.27
C 2.934 0.344 -1.515  0.21
Fe 2.601 2.036 -1.843  0.24
C 3.957 2.669 -0.730  0.32
O 4.956 2.845 -0.169  -0.20
C 3.887 2.100 -3.080  0.24
O 4.846 2.065 -3.735  -0.24
C 0.784 1.803 -0.681  0.13
C 0.206 1.111 -1.863  -0.50
C 1.110 1.474 -2.993  -0.30
C 1.242 2.868 -3.222  -0.92
C 1.242 3.713 -2.115  -0.10
C 1.176 3.140 -0.822  -1.42
H 0.720 1.346 0.303  0.80
H 0.068 0.024 -1.743  0.37
H -0.811 1.504 -2.078  0.43
H 1.293 0.756 -3.795  0.61
H 1.429 3.255 -4.228  0.49
H 1.422 4.783 -2.211  0.49
H 1.426 3.736 0.062  0.60
C -2.962 -4.613 3.106  -0.46
C -1.941 -3.914 3.766  -0.45
C -1.569 -2.640 3.333  -0.39
C -2.230 -2.055 2.249  0.51
C -1.915 -0.634 1.849  -0.87
N -0.795 -0.440 0.926  -0.42
C -3.246 -2.749 1.584  -0.34
C -3.616 -4.023 2.017  -0.47
H -3.247 -5.610 3.445  0.37
H -1.438 -4.356 4.625  0.36
H -0.768 -2.082 3.826  0.35
H -2.835 -0.195 1.424  0.38
H -1.635 -0.072 2.750  0.32
H -0.773 -1.165 0.214  0.26
H -0.868 0.464 0.469  0.19
H -3.743 -2.277 0.732  0.32
H -4.422 -4.552 1.509  0.36

=====

Entry 3:
The following is a DFT calculation (wB97M-V/def2-TZVPD) of a single C6H8 molecule.

Computed properties:
Relative energy (zero: lowest compared OMol25 entry of this formula, charge and spin), kJ/mol: 291.2
Lowest unoccupied orbital energy (spin up / spin down), Ha: -0.016 / -0.016
HOMO level (spin up / spin down), eV: -8.13 / -8.13
Spin multiplicity: 1

Last column: Mulliken charge in e.
CARTESIAN COORDINATES (ANGSTROEM)
C -0.816 -0.419 1.229  -1.23
C 0.045 -0.764 -0.013  0.12
C -0.641 -0.011 -1.178  -0.51
C -0.202 1.421 -1.025  -0.53
C 1.116 1.265 -0.417  -0.37
C 1.311 0.020 0.082  -0.29
H -0.277 -0.535 2.174  0.36
H -1.734 -1.011 1.259  0.33
H 0.183 -1.848 -0.117  0.38
H -1.721 -0.180 -1.240  0.31
H -0.202 -0.303 -2.147  0.33
H -1.099 0.637 1.140  0.33
H 1.819 2.085 -0.301  0.38
H 2.218 -0.355 0.556  0.40

=====

Entry 4:
The following is a DFT calculation (wB97M-V/def2-TZVPD) of 3 unconnected molecules or ions with the total composition C34H72BFN9O12P3S in a non-equilibrium geometry.

Computed properties:
Lowest unoccupied orbital energy, Ha: -0.042
HOMO level, eV: -7.33
Spin multiplicity: 1

Last column: Mulliken charge in e.
CARTESIAN COORDINATES (ANGSTROEM)
C -1.768 -4.278 5.318  -0.71
C -0.728 -3.398 5.276  -0.03
C -0.934 -1.844 5.198  0.57
O -1.388 -1.321 6.180  -0.52
O -0.556 -1.176 4.058  -0.24
C -1.549 -0.219 3.613  -0.82
C -1.797 -0.315 2.045  -0.06
C -2.852 -1.472 1.820  -0.41
C -2.594 -2.314 0.483  -0.54
C -2.686 -3.866 0.874  -0.82
C -2.007 -4.659 -0.307  -1.11
C -1.215 -5.954 0.079  -0.47
F -1.325 -6.206 1.480  -0.59
N -1.716 -7.238 -0.543  0.46
P -3.521 -7.466 -0.466  0.10
N -4.174 -6.668 0.916  -0.42
O -3.860 -9.122 -0.168  -0.53
C -1.083 -7.576 -1.866  -0.28
C -1.869 -8.610 -2.773  -1.09
C -2.930 -8.018 -3.757  -0.02
O -2.961 -8.463 -4.880  -0.48
C -0.448 -6.370 -2.634  -0.21
N -1.395 -5.414 -3.270  -0.49
C -1.181 -5.412 -4.483  0.43
S -0.991 -5.514 -6.064  -0.27
C 0.657 -5.650 -1.695  -0.73
O 0.733 -4.305 -2.184  -0.18
C 1.893 -4.262 -3.043  0.01
C 1.951 -2.924 -3.877  -0.54
O 3.160 -2.878 -4.634  -0.37
C 4.124 -1.972 -4.074  -0.11
C 4.567 -0.985 -5.234  -1.03
C 0.351 -5.744 -0.143  0.58
B 1.239 -6.889 0.613  1.12
O 1.430 -6.877 2.010  -0.57
O 1.894 -7.946 -0.098  -0.74
C 0.873 -4.424 0.603  -0.36
O 0.259 -3.881 1.532  -0.47
O 2.040 -3.951 0.269  -0.79
H -1.721 -5.195 5.951  0.25
H -2.716 -4.117 4.746  0.22
H 0.298 -3.838 5.338  0.27
H -1.206 0.803 3.931  0.37
H -2.518 -0.466 4.113  0.43
H -0.807 -0.485 1.556  -0.06
H -2.260 0.676 1.774  0.36
H -2.835 -2.121 2.736  0.07
H -3.877 -1.015 1.765  0.33
H -3.319 -2.029 -0.318  0.41
H -1.522 -2.097 0.215  0.21
H -2.183 -3.948 1.862  0.34
H -3.779 -4.099 0.892  0.45
H -1.297 -3.935 -0.799  0.09
H -2.802 -4.813 -1.097  0.84
H -1.388 -7.966 0.123  0.93
H -3.788 -7.025 1.798  0.26
H -5.183 -6.855 0.930  0.32
H -3.193 -9.515 0.429  0.32
H -0.166 -8.182 -1.590  -0.07
H -1.072 -9.065 -3.431  0.45
H -2.265 -9.494 -2.193  0.52
H -3.680 -7.242 -3.440  0.39
H 0.163 -6.833 -3.465  1.17
H 1.646 -6.151 -1.873  1.09
H 2.838 -4.329 -2.443  0.16
H 1.858 -5.103 -3.799  0.19
H 1.111 -2.998 -4.632  0.16
H 1.746 -2.015 -3.259  0.29
H 5.062 -2.545 -3.803  0.26
H 3.780 -1.431 -3.159  0.26
H 4.467 -1.522 -6.217  0.33
H 5.637 -0.664 -5.094  0.33
H 3.881 -0.099 -5.283  0.16
H 2.326 -7.260 2.108  0.31
H 1.519 -8.805 0.157  0.31
C 5.295 3.872 -1.175  -0.83
N 4.404 3.109 -2.018  0.19
C 4.754 3.326 -3.421  -1.06
P 2.762 2.662 -1.743  0.92
O 2.935 1.282 -2.383  -0.80
N 2.515 2.012 -0.155  0.30
C 3.643 1.606 0.669  -1.13
C 1.504 0.949 -0.114  -1.51
N 2.391 4.247 -1.097  0.04
C 2.198 5.316 -2.070  -1.05
C 2.398 4.707 0.275  -0.69
H 5.130 4.957 -1.252  0.23
H 6.336 3.683 -1.455  0.37
H 5.235 3.592 -0.127  0.14
H 4.463 4.330 -3.754  0.32
H 4.257 2.601 -4.069  0.24
H 5.828 3.202 -3.588  0.36
H 4.369 1.000 0.114  0.30
H 3.313 1.027 1.536  0.36
H 4.143 2.475 1.100  0.27
H 1.903 -0.017 -0.441  0.47
H 0.656 1.199 -0.757  0.36
H 1.111 0.835 0.901  0.47
H 3.089 5.950 -2.149  0.30
H 1.344 5.948 -1.810  0.32
H 1.989 4.905 -3.061  0.33
H 3.412 4.817 0.669  0.23
H 1.833 4.051 0.936  0.23
H 1.919 5.687 0.371  0.29
C -0.085 9.099 2.836  -0.92
N -0.617 8.910 1.505  0.29
C -0.019 9.889 0.598  -1.17
P -2.169 8.330 1.023  0.91
O -1.595 7.549 -0.163  -0.85
N -2.621 6.894 1.880  0.17
C -1.638 6.134 2.640  -1.07
C -3.400 5.956 1.065  -1.09
N -2.938 9.272 2.286  0.01
C -3.107 10.696 2.021  -1.09
C -3.298 8.887 3.635  -0.82
H -0.428 10.034 3.303  0.23
H 1.008 9.136 2.804  0.36
H -0.316 8.278 3.509  0.19
H -0.414 10.896 0.782  0.32
H -0.222 9.637 -0.445  0.33
H 1.069 9.917 0.702  0.34
H -0.710 5.974 2.077  0.29
H -2.027 5.156 2.936  0.41
H -1.412 6.628 3.586  0.24
H -2.766 5.357 0.403  0.32
H -4.123 6.493 0.446  0.36
H -3.972 5.278 1.705  0.33
H -2.344 11.291 2.535  0.30
H -4.093 11.049 2.334  0.40
H -3.029 10.902 0.951  0.33
H -2.422 8.789 4.281  0.26
H -3.865 7.958 3.665  0.27
H -3.949 9.635 4.098  0.37

=====

Entry 5:
The following is a DFT calculation (wB97M-V/def2-TZVPD) of a single C15H19N3OS molecule in a non-equilibrium geometry.

Computed properties:
Relative energy (zero: lowest compared OMol25 entry of this formula, charge and spin), kJ/mol: 1083.8
Lowest unoccupied orbital energy, Ha: 0.023
HOMO level, eV: -7.38
Spin multiplicity: 1

Last column: Mulliken charge in e.
CARTESIAN COORDINATES (ANGSTROEM)
C 7.305 1.203 0.144  -1.10
C 6.355 0.094 0.121  -0.31
C 4.947 0.766 0.035  -0.90
C 3.780 -0.450 0.099  -1.25
C 2.345 -0.009 -0.092  0.51
O 2.039 1.264 0.025  -0.65
N 1.273 -0.932 0.279  -0.15
C -0.055 -0.659 -0.043  0.51
C -0.842 -1.908 0.247  -0.59
C -2.160 -1.903 -0.032  -0.71
C -2.766 -0.572 0.061  0.11
C -2.018 0.505 -0.023  0.84
C -0.721 0.575 -0.084  -0.87
N -2.993 1.801 -0.052  -0.67
C -4.229 1.170 -0.173  0.20
N -4.090 -0.477 -0.140  0.31
C -5.131 -1.085 -0.002  -0.40
C -6.538 -0.487 -0.323  -0.92
S -6.822 1.116 0.545  -0.15
C -5.427 1.934 0.012  -0.61
H 7.187 1.771 -1.039  0.18
H 7.132 1.914 1.157  0.24
H 8.237 0.824 0.123  0.50
H 6.317 -0.656 -0.703  0.33
H 6.366 -0.259 1.090  0.30
H 4.689 1.281 -0.841  0.44
H 4.610 1.240 0.868  0.41
H 3.865 -1.002 -0.759  0.50
H 3.794 -1.009 0.929  0.57
H 1.725 -1.797 0.251  0.29
H -0.204 -2.978 0.230  0.13
H -2.735 -2.870 0.214  0.24
H -0.191 1.433 0.092  0.66
H -5.004 -2.269 -0.539  0.22
H -5.335 -1.341 1.074  0.29
H -7.413 -1.188 -0.367  0.41
H -6.556 -0.185 -1.343  0.40
H -5.248 2.970 0.172  0.48
H -5.488 2.173 -1.212  0.21

=====

Entry 6:
The following is a DFT calculation (wB97M-V/def2-TZVPD) of a gas-phase ion, C3H3OS (charge +1) in a non-equilibrium geometry.

Computed properties:
Relative energy (zero: lowest compared OMol25 entry of this formula, charge and spin), kJ/mol: 69.9
Lowest unoccupied orbital energy (spin up / spin down), Ha: -0.255 / -0.342
Total charge: +1
HOMO level (spin up / spin down), eV: -12.65 / -16.94
Spin multiplicity: 3

Last column: Mulliken charge in e.
CARTESIAN COORDINATES (ANGSTROEM)
C 0.013 0.010 0.036  -0.26
C 0.989 0.986 -0.102  -0.15
C 0.524 -1.316 -0.013  0.22
O 1.785 -1.391 -0.027  -0.32
S 2.575 0.352 0.021  0.37
H -0.969 0.327 0.185  0.41
H 0.974 2.112 0.109  0.38
H -0.235 -2.215 0.031  0.35

=====

Entry 7:
The following is a DFT calculation (wB97M-V/def2-TZVPD) of a molecular structure, C19H10Br4N3O4Pt in a non-equilibrium geometry.

Computed properties:
Relative energy (zero: lowest compared OMol25 entry of this formula, charge and spin), kJ/mol: 81.6
Lowest unoccupied orbital energy (spin up / spin down), Ha: 0.081 / 0.037
Total charge: -1
HOMO level (spin up / spin down), eV: -2.78 / -4.56
Spin multiplicity: 3

Last column: Mulliken charge in e.
CARTESIAN COORDINATES (ANGSTROEM)
Pt -0.382 -0.704 0.367  0.75
O 1.069 -0.347 -4.835  -0.50
C 1.454 0.871 -4.372  0.86
C 2.047 1.795 -5.224  -0.73
C 2.444 3.040 -4.760  -0.50
C 2.251 3.381 -3.431  -0.81
C 1.663 2.472 -2.577  -0.55
C 1.256 1.213 -3.021  0.18
C 0.646 0.331 -2.034  0.50
O 0.515 0.754 -0.817  -0.42
N 0.242 -0.871 -2.397  -1.17
N -0.280 -1.516 -1.372  0.66
C -0.769 -2.755 -1.457  -0.44
C -1.286 -3.293 -0.277  0.55
C -1.843 -4.585 -0.177  -1.12
C -2.327 -5.033 1.019  -0.18
C -2.260 -4.186 2.142  -0.77
C -1.708 -2.934 1.996  0.83
N -1.229 -2.471 0.845  -0.19
H 1.277 -0.414 -5.776  0.32
H 2.203 1.538 -6.267  0.24
H 2.903 3.740 -5.443  0.35
H 2.559 4.351 -3.068  0.40
H 1.493 2.694 -1.536  0.68
H -0.745 -3.273 -2.402  0.40
H -1.869 -5.192 -1.070  0.33
H -2.754 -6.021 1.099  0.41
H -2.631 -4.505 3.102  0.41
H -1.641 -2.261 2.837  -0.22
Br 0.390 4.574 5.958  -0.18
C 0.062 3.090 4.829  0.17
C -0.542 1.942 5.356  0.12
Br -1.026 1.878 7.181  -0.17
C -0.783 0.855 4.531  0.00
Br -1.601 -0.709 5.227  -0.17
C -0.449 0.837 3.167  0.56
O -0.680 -0.174 2.429  -1.10
C 0.188 2.038 2.599  0.00
O 0.502 2.075 1.406  -0.44
C 0.411 3.129 3.499  0.05
Br 1.230 4.645 2.723  -0.12

=====

Entry 8:
The following is a DFT calculation (wB97M-V/def2-TZVPD) of a molecular structure, C8H12.

Computed properties:
Relative energy (zero: lowest compared OMol25 entry of this formula, charge and spin), kJ/mol: 339.7
Lowest unoccupied orbital energy, Ha: 0.027
HOMO level, eV: -8.78
Spin multiplicity: 1

Last column: Mulliken charge in e.
CARTESIAN COORDINATES (ANGSTROEM)
C -0.766 1.326 -0.370  -0.31
C -0.682 1.428 -1.656  -0.76
C 0.073 0.114 -1.049  1.60
C -0.432 0.551 0.739  1.24
C 1.573 0.149 -1.187  -1.70
C -0.562 -1.197 -1.433  -1.64
C 0.682 0.940 1.669  -1.44
C -1.426 -0.400 1.346  -1.45
H 1.827 0.007 -2.237  0.46
H 2.045 -0.647 -0.611  0.33
H 1.978 1.109 -0.877  0.36
H -1.644 -1.109 -1.476  0.35
H -0.295 -1.992 -0.738  0.32
H -0.209 -1.480 -2.423  0.44
H 1.194 0.052 2.043  0.32
H 0.257 1.466 2.526  0.43
H 1.405 1.598 1.194  0.35
H -2.301 -0.526 0.714  0.35
H -1.750 -0.015 2.312  0.45
H -0.966 -1.374 1.515  0.30

=====

| no. | DFT total energy (hartree) |
| --- | --- |
| 1 | -1125.8128 |
| 2 | -2163.0112 |
| 3 | -233.2761 |
| 4 | -4281.0031 |
| 5 | -1220.3240 |
| 6 | -589.0716 |
| 7 | -11610.6850 |
| 8 | -311.8570 |